1.
Computed, not measured: the molecule C3H3IS, with ωB97M-V/def2-TZVPD.

Computed properties:
LUMO energy (alpha / beta) in eV: 0.1 / -3.2
Max |F| in eV/A: 3.8
Highest occupied orbital energy (alpha / beta) in eV: -5.917 / -9.491
Spin multiplicity: 3
ΔE to the lowest compared entry with this formula, charge and spin in kcal/mol: 44.84

Atoms and positions in Å:
C  -1.302  1.405  -0.184
C  -0.374  0.778  0.243
C  0.565  -0.177  0.659
S  -0.036  -1.977  -0.087
I  2.576  0.235  -0.062
H  -2.158  1.680  -0.735
H  0.544  -0.373  1.648
H  0.186  -1.571  -1.482

***

2.
Computed, not measured: the molecule C3H6F2O, with ωB97M-V/def2-TZVPD.

Computed properties:
SMILES: COCC(F)F
LUMO energy in eV: 1.0
Max |F| in eV/A: 2.7
Highest occupied orbital energy in eV: -10.066
Spin multiplicity: 1
ΔE to the lowest compared entry with this formula, charge and spin in kcal/mol: 26.35

Atoms and positions in Å:
C  -0.436  -2.462  -0.064
C  0.138  -0.217  0.634
C  -0.025  1.029  -0.181
H  -1.398  -2.870  -0.397
H  -0.034  -3.145  0.746
H  0.257  -2.726  -0.840
H  -0.297  0.072  1.633
H  1.220  -0.550  0.734
H  -1.070  1.331  -0.278
O  -0.769  -1.167  0.284
F  0.590  0.973  -1.336
F  0.456  2.041  0.646

***

3.
Computed, not measured: a structure of composition C30H40IrN2Si2, with ωB97M-V/def2-TZVPD.

Computed properties:
LUMO energy in eV: -4.3
Max |F| in eV/A: 0.5
Total charge: +1
Highest occupied orbital energy in eV: -11.096
Spin multiplicity: 1
ΔE to the lowest compared entry with this formula, charge and spin in kcal/mol: 0.00

Atoms and positions in Å:
Ir  0.391  0.657  -0.055
C  -2.083  2.325  -2.148
Si  -1.464  2.153  -0.384
C  -0.757  3.845  0.099
C  -2.888  1.761  0.779
C  -4.195  2.233  0.653
C  -5.154  1.907  1.602
C  -4.818  1.111  2.691
C  -3.524  0.632  2.827
C  -2.556  0.949  1.873
Si  -0.781  0.371  1.945
C  0.269  1.498  3.035
C  -0.685  -1.398  2.606
H  -2.745  3.193  -2.214
H  -2.648  1.453  -2.471
H  -1.262  2.490  -2.850
H  -1.557  4.586  0.020
H  0.050  4.161  -0.567
H  -0.388  3.882  1.125
H  -4.474  2.853  -0.191
H  -6.167  2.272  1.495
H  -5.569  0.862  3.430
H  -3.277  0.006  3.679
H  -0.086  1.359  4.061
H  0.149  2.554  2.793
H  1.333  1.249  3.016
H  -1.684  -1.770  2.843
H  -0.089  -1.438  3.520
H  -0.245  -2.092  1.887
C  3.575  1.420  -1.228
C  4.015  0.940  0.128
C  5.125  1.487  0.752
C  5.520  1.047  2.006
C  4.805  0.052  2.647
C  3.698  -0.544  2.050
C  2.931  -1.608  2.786
C  3.329  -0.096  0.778
N  2.164  -0.584  0.119
C  2.011  -1.779  -0.317
C  3.031  -2.868  -0.255
C  0.726  -1.987  -1.034
C  0.476  -3.264  -1.765
N  -0.091  -0.982  -1.047
C  -1.187  -0.978  -1.993
C  -2.457  -1.411  -1.617
C  -2.740  -1.912  -0.232
C  -3.449  -1.415  -2.592
C  -3.176  -1.024  -3.892
C  -1.900  -0.606  -4.237
C  -0.885  -0.567  -3.292
C  0.493  -0.097  -3.677
H  4.158  2.284  -1.540
H  2.517  1.722  -1.231
H  3.686  0.644  -1.989
H  5.677  2.275  0.255
H  6.378  1.493  2.490
H  5.100  -0.271  3.638
H  2.989  -1.439  3.860
H  3.344  -2.601  2.596
H  1.879  -1.623  2.504
H  3.954  -2.514  0.193
H  3.248  -3.235  -1.260
H  2.653  -3.714  0.322
H  0.560  -4.101  -1.068
H  1.237  -3.413  -2.534
H  -0.504  -3.283  -2.231
H  -2.359  -2.929  -0.096
H  -3.811  -1.926  -0.040
H  -2.278  -1.279  0.518
H  -4.447  -1.738  -2.321
H  -3.960  -1.038  -4.636
H  -1.690  -0.285  -5.250
H  0.432  0.599  -4.512
H  1.126  -0.930  -3.994
H  1.001  0.415  -2.858

***

4.
Computed, not measured: a structure of composition C19H15ClCoN4O2, with ωB97M-V/def2-TZVPD.

Computed properties:
LUMO energy (alpha / beta) in eV: -5.1 / -5.8
Max |F| in eV/A: 4.2
Total charge: +1
Highest occupied orbital energy (alpha / beta) in eV: -11.256 / -12.157
Spin multiplicity: 5
ΔE to the lowest compared entry with this formula, charge and spin in kcal/mol: 23.54

Atoms and positions in Å:
Co  0.200  0.771  -0.020
C  4.040  0.665  -3.572
C  2.829  -0.014  -3.476
C  2.204  -0.123  -2.256
C  2.785  0.428  -1.093
C  4.010  1.103  -1.202
C  4.620  1.216  -2.435
N  2.058  0.310  0.077
C  2.535  0.168  1.342
C  3.867  0.014  1.756
C  4.130  -0.198  3.092
C  3.098  -0.269  4.031
C  1.767  -0.145  3.649
C  1.491  0.076  2.314
N  0.240  0.237  1.753
N  -0.867  -0.007  2.389
C  -1.937  0.277  1.623
C  -3.254  0.148  2.080
C  -4.285  0.408  1.211
C  -4.006  0.805  -0.101
C  -2.694  0.928  -0.499
N  -1.675  0.666  0.328
H  4.523  0.776  -4.533
H  2.378  -0.455  -4.354
H  1.276  -0.675  -2.157
H  4.450  1.580  -0.337
H  5.556  1.752  -2.522
H  4.675  0.031  1.039
H  5.153  -0.321  3.420
H  3.332  -0.433  5.073
H  0.958  -0.199  4.362
H  -3.414  -0.166  3.101
H  -5.311  0.309  1.540
H  -4.798  1.012  -0.805
H  -2.429  1.243  -1.500
Cl  1.876  3.889  -2.967
C  0.511  4.189  -1.859
C  0.324  2.936  -1.042
O  0.584  2.912  0.178
O  -0.071  1.859  -1.613
H  -0.373  4.395  -2.457
H  0.757  5.027  -1.219